<one>
This record from the Open Molecules 2025 dataset describes an isolated ion of composition C5H8NO and charge +1. The level of theory is ωB97M-V/def2-TZVPD.

Calculated values
**Gap between HOMO and LUMO**: 7.4 eV
**Total charge**: +1
**SMILES**: C=C[C@@H]1CC[N+]1=O

Atoms and positions in Å:
C1 0.031 2.430 0.779
C2 0.567 1.430 0.052
C3 -0.131 0.171 -0.362
C4 -0.859 -0.897 0.443
C5 -0.141 -1.955 -0.360
N1 0.727 -0.933 -0.796
O1 1.844 -0.914 -1.216
H1 0.523 3.297 0.906
H2 -0.903 2.497 1.298
H3 1.544 1.590 -0.483
H4 -0.786 0.571 -1.101
H5 -1.907 -0.963 0.425
H6 -0.425 -1.037 1.343
H7 0.557 -2.614 0.128
H8 -0.639 -2.674 -1.058

=====

<two>
This record from the Open Molecules 2025 dataset describes an isolated ion of composition C5H8NO and charge +1. The level of theory is ωB97M-V/def2-TZVPD.

Calculated values
**Gap between HOMO and LUMO**: 8.7 eV
**Total charge**: +1

Atoms and positions in Å:
C1 1.110 -0.494 0.748
C2 3.029 0.216 -0.497
C3 0.099 -1.115 0.171
C4 -1.662 0.927 0.078
C5 -2.090 -0.464 -0.303
N1 2.001 0.345 0.239
O1 -0.938 -1.351 -0.372
H1 1.396 -0.780 1.795
H2 3.427 1.198 -0.774
H3 3.532 -0.718 -0.589
H4 -1.123 0.785 1.005
H5 -0.946 1.416 -0.665
H6 -2.570 1.426 0.146
H7 -2.433 -0.443 -1.390
H8 -2.835 -0.947 0.409

=====

<three>
This record from the Open Molecules 2025 dataset describes a 2-piece molecular cluster, C5H8NO overall. The level of theory is ωB97M-V/def2-TZVPD.

Calculated values
**Gap between HOMO and LUMO**: 9.0 eV
**Total charge**: +1

Atoms and positions in Å:
C1 -1.804 -1.046 0.363
C2 -2.065 0.069 1.093
C3 -1.576 0.724 -0.878
C4 2.790 0.859 0.054
C5 2.411 -0.397 0.166
N1 -1.498 -0.597 -0.892
O1 -1.917 1.139 0.298
H1 -1.803 -2.083 0.632
H2 -2.355 0.217 2.117
H3 -1.392 1.403 -1.693
H4 3.265 1.377 0.867
H5 2.659 1.419 -0.858
H6 -1.236 -1.182 -1.681
H7 2.564 -0.966 1.067
H8 1.957 -0.935 -0.654

=====

Most stable structure: <three>

=====

<one>
This record from the Open Molecules 2025 dataset describes an isolated ion of composition C5H8NO and charge +1. The level of theory is ωB97M-V/def2-TZVPD.

Calculated values
**Gap between HOMO and LUMO**: 8.1 eV
**Total charge**: +1
**SMILES**: C[NH2+]C(C)=C=C=O

Atoms and positions in Å:
C1 -1.110 0.191 1.547
N1 -0.978 -0.702 0.353
C2 0.220 -0.138 -0.425
C3 1.172 -1.046 -0.968
C4 0.280 1.133 -0.613
C5 0.784 2.196 -1.046
O1 1.168 3.478 -1.469
H1 -1.320 1.358 1.417
H2 -1.860 -0.144 2.152
H3 -0.227 0.114 2.019
H4 -1.907 -0.708 -0.112
H5 -0.751 -1.709 0.488
H6 1.441 -1.826 -0.168
H7 0.951 -1.631 -1.891
H8 2.138 -0.565 -1.283

=====

<two>
This record from the Open Molecules 2025 dataset describes an isolated ion of composition C5H8NO and charge +1. The level of theory is ωB97M-V/def2-TZVPD.

Calculated values
**Gap between HOMO and LUMO**: 10.6 eV
**Total charge**: +1
**SMILES**: Cc1cc[n+](C)o1

Atoms and positions in Å:
C1 -2.300 0.306 1.010
C2 -1.007 0.190 0.200
C3 -0.594 0.932 -0.921
C4 0.758 0.624 -1.107
N1 1.098 -0.364 -0.238
C5 2.267 -1.080 0.030
O1 -0.011 -0.604 0.491
H1 -2.641 1.254 1.047
H2 -3.171 -0.306 0.524
H3 -2.297 -0.088 2.068
H4 -1.180 1.760 -1.417
H5 1.289 0.923 -2.003
H6 2.517 -0.872 1.056
H7 2.284 -2.122 -0.164
H8 2.987 -0.552 -0.574

=====

<three>
This record from the Open Molecules 2025 dataset describes an isolated ion of composition C5H8NO and charge +1. The level of theory is ωB97M-V/def2-TZVPD.

Calculated values
**Gap between HOMO and LUMO**: 8.9 eV
**Total charge**: +1

Atoms and positions in Å:
C1 0.867 0.024 -0.151
C2 1.886 -1.065 0.107
C3 -0.481 0.356 -0.051
C4 -1.123 1.628 -0.240
C5 -1.365 -0.801 0.318
N1 1.910 0.819 -0.588
O1 2.782 -0.068 -0.355
H1 2.085 -1.284 1.120
H2 1.959 -2.030 -0.494
H3 -2.171 1.494 -0.489
H4 -0.465 1.993 -0.934
H5 -0.900 2.324 0.551
H6 -1.604 -0.894 1.374
H7 -1.003 -1.767 0.054
H8 -2.378 -0.729 -0.221

=====

<four>
This record from the Open Molecules 2025 dataset describes an isolated ion of composition C5H8NO and charge +1. The level of theory is ωB97M-V/def2-TZVPD.

Calculated values
**Gap between HOMO and LUMO (alpha / beta)**: 7.4 / 7.4 eV
**Total charge**: +1

Atoms and positions in Å:
C1 -0.389 1.491 0.226
C2 -1.540 0.794 -0.586
C3 0.407 0.612 1.050
C4 1.196 -1.264 -0.733
C5 0.369 -0.830 0.544
N1 -1.741 -0.394 -0.335
O1 -1.054 -1.178 0.378
H1 0.018 2.055 -0.659
H2 -0.856 2.384 0.918
H3 -2.193 1.283 -1.210
H4 0.830 -0.641 -1.628
H5 1.097 -2.411 -0.860
H6 2.315 -1.260 -0.486
H7 0.857 -1.528 1.318
H8 0.685 0.887 2.064

=====

Most stable structure: <two>

=====

<one>
This record from the Open Molecules 2025 dataset describes one molecule with the formula C7H18N2. The level of theory is ωB97M-V/def2-TZVPD.

Calculated values
**Gap between HOMO and LUMO**: 8.8 eV
**SMILES**: CCN(C)C(C)(C)CN

Atoms and positions in Å:
C1 -2.041 -0.052 -1.594
C2 -0.840 -0.949 -1.366
N1 -0.177 -0.891 0.177
C3 0.749 -2.004 0.269
C4 0.217 0.335 0.805
C5 1.456 0.232 1.707
C6 -0.951 0.879 1.640
C7 0.607 1.572 -0.302
N2 1.245 1.160 -1.500
H1 -2.717 -0.111 -0.743
H2 -1.774 0.990 -1.745
H3 -2.588 -0.393 -2.474
H4 -1.194 -1.980 -1.301
H5 -0.187 -0.996 -2.252
H6 1.026 -2.204 1.301
H7 1.671 -1.861 -0.316
H8 0.256 -2.900 -0.105
H9 1.278 -0.446 2.541
H10 1.674 1.209 2.137
H11 2.337 -0.101 1.161
H12 -1.833 1.021 1.023
H13 -0.690 1.833 2.095
H14 -1.199 0.171 2.429
H15 1.250 2.253 0.260
H16 -0.330 2.070 -0.549
H17 2.121 0.688 -1.302
H18 0.634 0.474 -1.999

=====

<two>
This record from the Open Molecules 2025 dataset describes a 2-piece molecular cluster, C7H18N2 overall. The level of theory is ωB97M-V/def2-TZVPD.

Calculated values
**Gap between HOMO and LUMO**: 8.3 eV

Atoms and positions in Å:
C1 1.935 0.523 -0.395
C2 1.742 1.205 0.963
C3 0.820 -0.497 -0.650
C4 3.324 -0.122 -0.482
H1 1.885 1.301 -1.169
H2 3.478 -0.589 -1.456
H3 0.787 1.730 1.007
H4 2.536 1.928 1.160
H5 1.758 0.464 1.766
H6 0.935 -0.973 -1.628
H7 0.916 -1.302 0.085
H8 -0.890 -0.815 -0.152
H9 3.434 -0.894 0.283
H10 4.117 0.616 -0.331
C5 -1.943 -0.028 1.538
C6 -2.071 -0.594 0.125
N1 -2.968 -1.730 0.040
N2 -1.295 1.195 -1.163
C7 -2.295 0.375 -0.927
H11 -2.617 -2.444 -0.584
H12 -3.143 -2.153 0.942
H13 -0.238 0.525 -0.985
H14 -1.366 1.750 -2.008
H15 -3.094 0.191 -1.647
H16 -1.425 -0.734 2.189
H17 -1.384 0.905 1.527
H18 -2.936 0.167 1.952

=====

Most stable structure: <one>

=====

<one>
This record from the Open Molecules 2025 dataset describes one molecule with the formula C17H25N3O3. The level of theory is ωB97M-V/def2-TZVPD.

Calculated values
**Gap between HOMO and LUMO**: 9.6 eV
**SMILES**: CCOC(=O)N1CCC(NCCNC(=O)c2ccccc2)CC1

Atoms and positions in Å:
C1 -7.644 -1.116 -0.999
C2 -6.767 -1.365 0.220
O1 -5.395 -1.095 -0.053
C3 -5.027 0.209 0.021
O2 -5.773 1.098 0.361
N1 -3.742 0.399 -0.352
C4 -2.808 -0.665 -0.633
C5 -1.770 -0.773 0.486
C6 -1.054 0.574 0.719
N2 -0.149 0.964 -0.348
C7 1.151 0.326 -0.348
C8 2.125 1.112 0.547
N3 3.432 0.503 0.587
C9 4.453 0.930 -0.199
O3 4.363 1.898 -0.927
C10 5.705 0.122 -0.091
C11 6.521 0.036 -1.215
C12 7.696 -0.692 -1.173
C13 8.074 -1.328 -0.002
C14 7.278 -1.227 1.127
C15 6.097 -0.508 1.086
C16 -2.101 1.675 0.936
C17 -3.133 1.702 -0.191
H1 -8.670 -1.392 -0.773
H2 -7.293 -1.705 -1.843
H3 -7.611 -0.062 -1.264
H4 -6.792 -2.416 0.516
H5 -7.095 -0.734 1.053
H6 -2.314 -0.444 -1.588
H7 -3.354 -1.601 -0.737
H8 -1.044 -1.547 0.232
H9 -2.273 -1.068 1.408
H10 -0.450 0.492 1.630
H11 -0.602 0.866 -1.246
H12 1.116 -0.723 -0.007
H13 1.550 0.334 -1.364
H14 2.246 2.117 0.140
H15 1.730 1.183 1.563
H16 3.514 -0.386 1.055
H17 6.216 0.551 -2.113
H18 8.320 -0.759 -2.052
H19 8.993 -1.894 0.034
H20 7.582 -1.708 2.046
H21 5.500 -0.414 1.983
H22 -2.616 1.495 1.881
H23 -1.598 2.639 0.988
H24 -2.656 1.988 -1.134
H25 -3.929 2.413 0.034

=====

<two>
This record from the Open Molecules 2025 dataset describes one molecule with the formula C17H25N3O3. The level of theory is ωB97M-V/def2-TZVPD.

Calculated values
**Gap between HOMO and LUMO**: 9.5 eV
**SMILES**: CNC(=O)[C@H](NC(=O)[C@@H](Cc1ccccc1)NC(C)=O)C(C)C

Atoms and positions in Å:
C1 -1.795 -3.892 -1.641
N1 -0.963 -2.813 -1.109
C2 0.347 -2.633 -1.416
O1 0.871 -3.411 -2.185
C3 1.100 -1.436 -0.806
N2 0.197 -0.290 -0.512
C4 -0.651 -0.165 0.521
O2 -0.799 -1.111 1.306
C5 -1.495 1.130 0.640
C6 -0.675 2.278 1.283
C7 0.056 1.907 2.552
C8 1.377 1.451 2.532
C9 1.964 1.006 3.736
C10 1.248 1.069 4.947
C11 -0.057 1.544 4.946
C12 -0.651 1.946 3.730
N3 -1.916 1.564 -0.685
C13 -2.756 0.809 -1.477
C14 -2.973 1.267 -2.902
O3 -3.342 -0.193 -1.069
C15 2.346 -1.036 -1.645
C16 3.266 -0.122 -0.813
C17 1.919 -0.350 -2.964
H1 -2.347 -3.637 -2.556
H2 -1.209 -4.816 -1.876
H3 -2.480 -4.190 -0.865
H4 -1.374 -2.224 -0.389
H5 1.541 -1.785 0.129
H6 0.165 0.456 -1.212
H7 -2.342 0.900 1.244
H8 0.070 2.648 0.576
H9 -1.363 3.091 1.509
H10 1.881 1.323 1.604
H11 3.014 0.624 3.740
H12 1.755 0.772 5.843
H13 -0.622 1.647 5.871
H14 -1.631 2.319 3.708
H15 -1.578 2.415 -1.034
H16 -3.934 0.889 -3.237
H17 -2.956 2.343 -2.922
H18 -2.200 0.829 -3.502
H19 2.920 -1.917 -1.894
H20 3.630 -0.600 0.102
H21 2.789 0.817 -0.569
H22 4.179 0.109 -1.395
H23 2.806 -0.140 -3.578
H24 1.462 0.617 -2.797
H25 1.207 -1.011 -3.470

=====

Most stable structure: <two>